No. 1
Entry from the OMol25 dataset: a molecular structure, C14H21BClNO3Se2W (ωB97M-V with the def2-TZVPD basis set).

Geometry (Å):
W: -1.26995 0.44255 0.87669
C: -1.66785 -0.70625 4.15993
Se: -2.60077 0.57891 3.04453
C: -4.17530 -0.47348 2.57102
C: -3.87572 -1.69937 1.74270
Se: -3.01064 -1.22435 0.05386
C: -2.06892 -2.89350 -0.24188
H: -2.30373 -0.90402 5.01875
H: -0.74518 -0.22551 4.46996
H: -1.45294 -1.61382 3.60444
H: -4.83279 0.23044 2.06115
H: -4.64417 -0.75012 3.51491
H: -4.79665 -2.21519 1.47447
H: -3.21520 -2.40140 2.24791
H: -2.81691 -3.68143 -0.25870
H: -1.33582 -3.05176 0.54226
H: -1.58955 -2.81335 -1.21280
B: -3.76062 3.83585 -1.07689
C: -2.98079 2.72530 -0.41955
N: -2.38464 1.85789 0.12008
H: -3.09090 4.25647 -1.99281
H: -4.83311 3.36290 -1.38431
H: -3.85417 4.63888 -0.16006
C: 3.57950 -1.54749 -0.54605
C: 3.85989 -0.50935 -1.59725
C: 4.91398 -0.67290 -2.44698
C: 5.12208 0.19481 -3.54975
Cl: 6.43745 -0.04436 -4.53584
C: 4.20597 1.24245 -3.85537
C: 3.15070 1.43202 -3.03215
C: 2.99619 0.62389 -1.86000
O: 1.96729 0.98282 -1.11853
C: 1.95615 1.06512 0.31547
C: 0.82110 0.25432 0.88282
O: 0.37521 0.50626 2.09848
O: 0.25174 -0.76884 0.25534
H: 3.99705 -2.49996 -0.86594
H: 2.51130 -1.69184 -0.39111
H: 4.04779 -1.29714 0.40795
H: 5.59115 -1.50749 -2.31735
H: 4.37885 1.86839 -4.71979
H: 2.43839 2.22996 -3.19240
H: 1.80657 2.11425 0.55990
H: 2.89797 0.74944 0.75287

Largest force on an atom ... 0.0107 hartree/bohr
Spin multiplicity ... 3
Electronic energy ... -6180.8551 a.u.
LUMO energy (spin up / spin down) ... -7.116 / -9.376 eV
Orbital gap (spin up / spin down) ... 6.8084 / 5.4202 eV
Charge ... +2

No. 2
Entry from the OMol25 dataset: 6 unconnected molecules or ions with the total composition C14H21Cl6FO9 in a non-equilibrium geometry (ωB97M-V with the def2-TZVPD basis set).

Geometry (Å):
O: -0.32952 -0.41628 -2.38104
C: -0.23237 0.58824 -1.72942
O: 0.87564 1.04825 -1.16688
C: 0.51398 2.18315 -0.31984
C: -0.92916 2.48703 -0.73956
F: -0.94840 3.62496 -1.50443
O: -1.31814 1.35264 -1.47242
H: 0.62057 1.84495 0.71087
H: 1.17662 3.02647 -0.48365
H: -1.57428 2.67743 0.12189
C: -2.24092 -2.39849 -0.35917
C: -2.71745 -1.24602 0.52108
C: -3.26546 -1.78035 1.89837
O: -2.66662 -0.84763 2.81587
C: -1.76090 -0.07739 2.21648
O: -1.12498 0.78334 2.74930
O: -1.67080 -0.37631 0.90575
H: -2.08424 -2.10440 -1.39701
H: -2.97204 -3.20830 -0.43771
H: -1.34822 -2.88275 0.03880
H: -3.57788 -0.83018 -0.00536
H: -3.02143 -2.82573 2.04328
H: -4.28860 -1.41328 1.88304
C: 1.69931 -0.37228 1.86105
C: 2.00101 -1.86914 1.67182
C: 0.98977 -2.72144 2.41812
O: 0.42487 -3.51953 1.33841
C: 1.07006 -3.28448 0.18597
O: 0.87749 -3.89284 -0.81822
O: 1.88160 -2.21741 0.29076
H: 0.73125 -0.15576 1.41122
H: 2.50329 0.19361 1.39239
H: 1.71538 -0.22153 2.94067
H: 3.05367 -1.95074 1.94973
H: 0.21198 -2.07285 2.81813
H: 1.33915 -3.48376 3.10877
Cl: 4.14984 5.84010 -0.62888
C: 3.37612 5.59192 0.90948
Cl: 2.64644 4.00418 1.22076
H: 4.01583 5.90794 1.72814
H: 2.54878 6.29824 0.93119
Cl: -5.51865 0.88489 -3.57912
C: -3.89758 0.23227 -3.47216
Cl: -3.73173 -1.45360 -3.91238
H: -3.29176 0.82063 -4.15770
H: -3.45351 0.41272 -2.49754
Cl: 4.81379 -1.44745 -1.22789
C: 3.91412 -0.31419 -2.18295
Cl: 2.91666 -1.06062 -3.45475
H: 3.29031 0.26092 -1.50507
H: 4.60712 0.38085 -2.64817

Largest force on an atom ... 0.0590 hartree/bohr
Electronic energy ... -4084.2574 a.u.
LUMO energy ... 0.350 eV
Orbital gap ... 10.7440 eV
SMILES ... O=C1OC[C@@H](F)O1.C[C@H]1COC(=O)O1.C[C@H]1COC(=O)O1.ClCCl.ClCCl.ClCCl

No. 3
Entry from the OMol25 dataset: 7 unconnected molecules or ions with the total composition C14H21F3N3O17 in a non-equilibrium geometry (ωB97M-V with the def2-TZVPD basis set).

Geometry (Å):
C: -1.93913 0.09383 -1.61024
C: -1.12162 -0.13130 -2.88430
O: 0.17357 -0.11175 -2.89464
O: -1.66867 -0.75473 -3.85055
H: -1.21143 0.25703 -0.81530
H: -2.67693 -0.69078 -1.44252
H: -2.34738 1.10264 -1.67162
C: -3.77340 0.02788 4.63254
C: -2.36073 0.14379 5.31964
O: -2.09239 -1.24023 5.60196
C: -3.17647 -1.99588 5.29078
O: -3.16749 -3.16416 5.62525
O: -4.20883 -1.30496 4.75944
F: -2.48783 0.84562 6.39637
H: -3.63924 0.35196 3.60051
H: -4.46433 0.72125 5.11208
H: -1.53944 0.52074 4.71015
C: 7.49855 -2.93775 0.96569
C: 6.38156 -1.88320 1.08944
O: 7.18725 -1.02671 1.85147
C: 8.02541 -1.66780 2.66890
O: 8.81603 -1.09820 3.40955
O: 7.93047 -2.93351 2.35667
F: 5.30357 -2.29244 1.74275
H: 8.25714 -2.66059 0.23370
H: 7.20898 -3.93950 0.64827
H: 6.08037 -1.31047 0.21230
C: 5.34981 5.10027 4.09831
C: 5.54433 5.76151 2.69720
O: 4.48317 5.21356 2.01252
C: 3.43497 4.90063 2.90387
O: 2.27803 4.57262 2.63740
O: 3.97875 4.80771 4.21312
F: 6.79280 5.36183 2.27014
H: 5.70337 5.67311 4.95560
H: 5.85513 4.13885 4.00661
H: 5.40644 6.83739 2.80466
C: -7.82068 -2.15680 -4.74542
N: -9.23858 -2.70640 -4.98925
O: -9.41874 -3.89890 -4.88455
O: -10.04724 -1.89551 -5.54722
H: -7.06954 -2.94564 -4.78547
H: -7.88034 -1.66772 -3.77314
H: -7.69418 -1.48754 -5.59642
C: -0.86000 -7.66465 -1.04388
N: -1.67397 -6.85870 -2.04547
O: -2.83713 -6.57851 -1.79468
O: -1.13750 -6.46962 -3.05577
H: -1.12335 -7.38093 -0.02494
H: 0.21349 -7.67486 -1.23258
H: -1.06596 -8.70770 -1.28422
C: -1.15591 5.86901 -5.52959
N: -2.53137 6.41263 -5.57043
O: -2.93592 7.11624 -6.49263
O: -3.16287 5.98789 -4.62810
H: -1.15231 4.83450 -5.87293
H: -0.59038 5.99313 -4.60608
H: -0.63190 6.59180 -6.15496

Largest force on an atom ... 0.1094 hartree/bohr
Electronic energy ... -2288.7036 a.u.
LUMO energy ... 1.752 eV
Orbital gap ... 5.1378 eV
Charge ... -1

No. 4
Entry from the OMol25 dataset: 2 unconnected molecules or ions with the total composition C14H21FO6 in a non-equilibrium geometry (ωB97M-V with the def2-TZVPD basis set).

Geometry (Å):
C: 4.15513 -0.52345 0.87603
C: 4.39866 0.59008 -0.12425
O: 4.14020 1.84858 0.52092
C: 3.92174 2.87050 -0.33874
O: 4.61253 3.05120 -1.31218
C: 2.81395 3.80511 0.02305
C: 1.57037 3.10949 0.56099
C: 0.99779 2.09192 -0.42719
C: 0.66464 0.78391 0.18608
C: 0.29260 0.47865 1.41767
F: 0.07852 1.24899 2.45183
C: 0.10216 -0.99619 1.55945
O: -0.13628 -1.57680 2.58098
O: 0.24194 -1.52876 0.32232
C: 0.69454 -0.50057 -0.53149
O: 1.02412 -0.73695 -1.67437
H: 4.85604 -1.32511 0.72415
H: 4.24990 -0.11128 1.87052
H: 3.15649 -0.91265 0.77476
H: 3.69857 0.48734 -0.94430
H: 5.39203 0.54598 -0.54383
H: 2.60616 4.47795 -0.79088
H: 3.19320 4.41432 0.83885
H: 1.85079 2.65054 1.49188
H: 0.81800 3.85674 0.76833
H: 1.71004 1.87664 -1.21623
H: 0.11939 2.46946 -0.93158
C: -4.92615 -2.65354 1.03998
C: -5.26322 -2.70523 -0.44070
O: -4.97584 -1.50846 -1.14043
C: -3.62510 -1.09237 -1.13003
C: -2.65811 -2.09431 -1.73670
H: -5.45637 -1.83176 1.52274
H: -5.21482 -3.58725 1.52276
H: -3.85899 -2.50797 1.21353
H: -6.33510 -2.86035 -0.56180
H: -4.76760 -3.55700 -0.91963
H: -3.31668 -0.82876 -0.11010
H: -3.60080 -0.16936 -1.71008
H: -2.63993 -3.03401 -1.18370
H: -1.64553 -1.69205 -1.73331
H: -2.93896 -2.32323 -2.76533

Largest force on an atom ... 0.0444 hartree/bohr
Electronic energy ... -1097.3489 a.u.
LUMO energy ... -1.136 eV
Orbital gap ... 8.6012 eV
SMILES ... CCOC(=O)CCCC1=C(F)C(=O)OC1=O.CCOCC

No. 5
Entry from the OMol25 dataset: C14H21N3O2S in the gas phase in a non-equilibrium geometry (ωB97M-V with the def2-TZVPD basis set).

Geometry (Å):
C: 4.98145 1.54249 -1.40886
C: 5.00081 1.25676 0.09107
C: 4.01703 2.14844 0.85866
C: 2.57508 1.96487 0.38459
C: 2.26121 0.51366 0.24008
N: 0.97698 0.07656 0.09893
C: 0.91594 -1.19975 -0.02263
N: -0.20429 -1.96534 -0.17527
C: -1.53787 -1.60197 -0.24286
O: -2.36312 -2.46980 -0.39020
C: -1.80686 -0.12416 -0.11013
N: -3.20498 0.20364 -0.27398
C: -3.40925 1.62813 -0.46822
C: -4.89087 1.87942 -0.75068
O: -5.70007 1.42439 0.30624
C: -5.49142 0.04678 0.52181
C: -4.02720 -0.25663 0.83276
S: 2.48476 -2.01630 0.02334
C: 3.21891 -0.44897 0.22118
C: 4.68048 -0.21995 0.36624
H: 4.04287 1.22153 -1.85259
H: 5.10984 2.60620 -1.59518
H: 5.79030 1.00967 -1.90404
H: 6.00941 1.46311 0.46580
H: 4.07839 1.89706 1.91990
H: 4.30565 3.19486 0.74680
H: 2.42075 2.46066 -0.57751
H: 1.87748 2.41499 1.09330
H: -0.04712 -2.96322 -0.26519
H: -1.22833 0.38774 -0.88393
H: -1.39553 0.20791 0.86173
H: -2.81537 1.96239 -1.32172
H: -3.10757 2.20716 0.42361
H: -5.08920 2.94808 -0.85281
H: -5.16736 1.36259 -1.68182
H: -6.13054 -0.23198 1.36117
H: -5.78889 -0.51981 -0.37218
H: -3.89884 -1.33256 0.94289
H: -3.74228 0.24511 1.77641
H: 4.99119 -0.48640 1.38234
H: 5.23466 -0.86272 -0.32165

Largest force on an atom ... 0.0224 hartree/bohr
Electronic energy ... -1259.0256 a.u.
LUMO energy ... 0.572 eV
Orbital gap ... 8.8922 eV
SMILES ... C[C@H]1CCc2nc(NC(=O)CN3CCOCC3)sc2C1